Computed, not measured: a 17-piece molecular cluster, C93H93N9 overall at a distorted geometry, with the ωB97M-V functional and the def2-TZVPD basis.

Positions of all 195 atoms, in Å:
N: -7.866 -3.377 25.628
N: -17.306 0.659 24.148
N: -9.154 4.067 25.286
N: -10.731 -4.274 33.438
N: -12.931 -5.709 27.840
N: -14.222 -1.776 30.189
N: -7.812 -4.250 29.652
N: -7.208 3.000 28.845
N: -13.072 2.708 29.030
C: -9.347 -5.555 28.315
C: -9.013 -2.223 21.261
C: -13.536 -4.684 23.552
C: -13.675 1.742 29.742
C: -11.103 -7.237 22.453
C: -14.800 -2.860 28.131
C: -15.410 4.124 20.651
C: -16.345 -1.355 29.189
C: -9.367 4.779 23.005
C: -13.201 4.306 25.894
C: -7.551 0.678 29.116
C: -11.384 -7.604 23.799
C: -18.986 3.203 30.572
C: -18.287 2.119 30.033
C: -7.916 -2.032 25.625
C: -13.209 4.793 21.313
C: -11.456 2.859 30.841
C: -13.543 -6.264 26.811
C: -14.225 4.813 20.388
C: -11.797 -2.476 32.252
C: -9.349 2.007 28.352
C: -11.322 -1.480 25.431
C: -8.582 2.576 23.532
C: -12.189 6.140 27.065
C: -12.104 1.046 26.323
C: -8.285 0.025 20.860
C: -12.557 -6.477 28.865
C: -8.461 3.087 28.455
C: -13.337 3.953 22.436
C: -12.399 -0.114 27.092
C: -5.926 -1.909 24.245
C: -16.119 0.112 24.217
C: -17.086 2.346 29.398
C: -15.159 0.428 25.205
C: -9.993 -4.390 27.904
C: -12.662 -7.843 28.842
C: -8.272 -5.405 29.144
C: -14.385 -0.447 21.134
C: -12.031 -1.349 26.608
C: -13.909 -2.594 29.214
C: -17.213 4.673 29.878
C: -14.910 -1.210 18.941
C: -13.888 -3.543 24.272
C: -10.330 -1.865 20.962
C: -13.251 1.280 30.974
C: -12.054 1.865 31.599
C: -16.515 3.609 29.320
C: -11.431 0.869 25.130
C: -12.038 3.268 29.621
C: -9.563 0.340 20.519
C: -11.834 -3.715 32.892
C: -15.390 -1.160 30.156
C: -15.414 1.541 26.033
C: -15.248 -3.234 24.460
C: -14.407 4.946 25.934
C: -10.610 -1.789 32.205
C: -8.951 3.520 22.569
C: -14.540 3.278 22.726
C: -6.742 1.814 29.106
C: -13.438 6.754 27.214
C: -9.434 4.997 24.372
C: -13.971 -2.756 20.522
C: -8.696 2.913 24.851
C: -6.924 -1.279 25.009
C: -10.795 -6.847 24.839
C: -10.077 -5.721 24.572
C: -16.645 2.182 25.942
C: -8.445 -3.153 29.282
C: -10.564 -0.587 20.547
C: -15.592 3.382 21.790
C: -10.317 -6.091 22.206
C: -9.474 -2.392 32.710
C: -11.057 -0.398 24.673
C: -8.859 0.773 28.734
C: -13.301 -8.451 27.768
C: -14.535 -2.498 19.246
C: -7.961 -1.275 21.207
C: -16.255 -3.962 23.772
C: -14.520 6.164 26.602
C: -14.540 -5.457 23.008
C: -12.034 4.915 26.410
C: -9.825 -5.338 23.249
C: -9.585 -3.614 33.364
C: -18.433 4.465 30.473
C: -6.851 -4.002 25.002
C: -16.045 -2.148 28.107
C: -15.874 -5.048 23.064
C: -9.556 -3.159 28.460
C: -13.776 -7.644 26.734
C: -17.618 1.677 25.030
C: -5.884 -3.306 24.299
C: -13.851 -1.718 21.428
C: -14.833 -0.198 19.839
H: -14.156 5.377 19.456
H: -8.805 4.084 28.249
H: -17.297 -3.628 23.708
H: -12.346 1.976 26.824
H: -15.614 -0.525 31.043
H: -14.667 2.687 23.657
H: -9.666 -6.547 28.028
H: -12.340 5.381 21.138
H: -15.422 -0.958 18.023
H: -15.284 4.439 25.498
H: -12.689 -2.063 31.794
H: -18.597 2.152 25.070
H: -11.497 -7.825 21.641
H: -13.755 0.418 31.433
H: -8.565 -1.843 32.593
H: -12.049 -5.926 29.643
H: -8.261 1.558 23.307
H: -10.482 -0.447 23.763
H: -16.194 4.137 19.878
H: -6.946 -1.588 21.430
H: -15.138 0.812 19.493
H: -14.236 0.357 21.874
H: -18.765 1.132 30.044
H: -15.508 6.567 26.732
H: -16.631 -5.583 22.510
H: -8.707 -4.129 33.739
H: -19.927 3.045 31.114
H: -11.553 -0.313 20.236
H: -10.513 -0.818 31.709
H: -10.516 3.321 31.093
H: -11.104 -2.622 20.970
H: -10.887 -4.407 27.289
H: -8.461 2.193 25.643
H: -9.209 -4.461 23.119
H: -13.339 -1.844 22.382
H: -7.537 0.796 20.941
H: -16.490 2.820 21.864
H: -12.486 -4.922 23.431
H: -13.969 -5.595 26.039
H: -8.852 3.253 21.515
H: -12.930 -3.131 29.267
H: -13.610 7.691 27.692
H: -9.781 1.360 20.193
H: -7.778 -6.322 29.475
H: -9.615 -5.211 25.404
H: -11.313 6.526 27.553
H: -16.872 2.995 26.629
H: -13.146 -2.892 24.695
H: -10.033 -5.848 21.220
H: -11.077 -2.472 25.124
H: -16.740 5.628 29.960
H: -9.881 5.886 24.792
H: -5.650 1.760 29.284
H: -12.704 -4.371 32.924
H: -11.062 4.453 26.377
H: -11.560 4.077 29.051
H: -11.728 1.628 32.603
H: -12.500 3.845 23.137
H: -13.195 3.349 25.405
H: -9.751 5.542 22.348
H: -15.597 -2.464 25.120
H: -18.911 5.333 30.964
H: -6.791 -5.085 25.069
H: -12.220 -2.292 27.157
H: -10.902 -7.116 25.904
H: -16.556 1.473 28.969
H: -14.532 1.330 29.264
H: -7.086 -0.254 29.423
H: -14.487 -3.583 27.353
H: -16.690 -2.306 27.190
H: -14.700 -3.325 18.574
H: -9.518 -0.087 28.673
H: -10.348 2.151 27.996
H: -6.961 -0.181 25.005
H: -5.218 -3.940 23.751
H: -8.773 -3.238 21.482
H: -10.106 -2.249 28.251
H: -14.313 -7.944 25.852
H: -13.093 -0.064 27.943
H: -8.727 -1.639 26.226
H: -14.756 1.955 26.794
H: -11.960 -8.498 24.058
H: -17.307 -0.865 29.254
H: -15.491 3.694 28.940
H: -5.139 -1.376 23.699
H: -11.288 1.730 24.429
H: -8.117 -2.223 29.763
H: -13.616 -3.768 20.777
H: -14.191 -0.088 25.419
H: -12.229 -8.420 29.671
H: -14.331 -6.335 22.432
H: -13.405 -9.522 27.732
H: -15.942 -0.631 23.457

gap between HOMO and LUMO	9.6	eV
maximum force	3.20	eV/A
E_HOMO	-9.04	eV